Entry A
55
Properties=species:S:1:pos:R:3:mulliken_charge:R:1 method="wB97M-V/def2-TZVPD" mol_weight_g_mol=427.53 homo_energy_ha=-0.29528 lumo_ev=0.556
C 4.1447 0.3635 0.4383 -0.596
H 4.9128 0.0676 0.9542 0.399
O 3.0634 0.6822 1.4092 -0.499
C 1.9777 1.3226 1.0348 0.254
C 1.1531 1.9021 2.0303 -0.144
C 0.0658 2.2979 1.8565 -0.755
C -0.2980 2.4448 0.6331 1.278
C 0.2702 2.0313 -0.6318 -1.312
C 1.5597 1.4678 -0.4031 -0.669
H 2.1577 1.2090 -1.1044 1.216
H -0.0106 1.9263 -1.6293 0.754
C -1.8397 2.9607 0.0806 -1.876
H -2.1909 3.8147 1.0983 0.256
H -1.7972 3.5742 -0.6054 1.025
C -2.9654 2.0214 -0.1495 -0.996
N -3.1341 1.1465 1.1722 -0.054
C -3.4701 -0.0245 1.1591 0.553
O -3.2894 -0.7839 0.0835 -0.713
C -4.1052 -0.8518 2.3428 -1.598
H -4.2398 -0.1217 3.1150 0.294
C -2.7862 -1.4947 2.9081 0.280
C -1.4346 -0.7478 3.0087 0.113
O -1.5226 0.2824 3.6687 -0.641
N -0.5347 -1.1054 2.1609 -0.064
C -1.0204 -2.2423 1.1759 0.114
N -0.2373 -2.7515 0.5570 -0.248
C 1.0509 -2.0044 -0.0155 -0.465
C 0.6078 -1.6359 -1.4557 0.475
C -0.4322 -1.0641 -1.6770 0.008
C -0.7867 -0.4197 -2.8528 -0.801
C 0.1549 -0.3380 -3.9092 -1.142
C 1.4597 -0.6424 -3.6459 -0.456
C 1.7149 -1.3861 -2.3081 0.347
O 3.0114 -1.6885 -1.9288 -0.341
C 4.0551 -1.7789 -2.8859 -1.164
H 4.7739 -2.5320 -2.4151 0.259
H 3.6077 -2.3322 -3.8947 0.358
H 4.4513 -0.9579 -2.9946 0.498
H 2.2957 -0.6327 -4.2782 0.599
H 0.1516 0.0628 -4.8342 0.443
H -1.7622 -0.0790 -2.9819 0.578
H -1.1631 -1.3633 -0.9642 0.572
H 1.8007 -2.9811 -0.2946 0.216
H 1.6229 -1.3356 0.6049 0.440
S -2.2475 -3.0277 1.9049 -0.360
H 0.0164 -0.3133 1.9974 0.164
H -3.0479 -1.7652 4.1307 0.359
H -4.8034 -1.3751 2.3060 1.003
H -3.4492 1.6251 1.8995 0.211
H -3.6968 2.3669 -0.5031 1.221
H -2.6143 1.2264 -0.8470 0.014
H -0.6964 2.5343 2.6223 0.167
H 1.3436 1.5402 3.0974 0.032
H 3.7724 -0.3726 -0.1424 0.017
H 4.3794 1.2786 -0.0981 0.376

Entry B
55
Properties=species:S:1:pos:R:3:mulliken_charge:R:1 method="wB97M-V/def2-TZVPD" mol_weight_g_mol=427.53 homo_energy_ha=-0.28382 lumo_ev=-0.090
C -7.4508 -0.6231 0.4610 -1.063
C -6.4962 -1.7996 0.3036 -0.291
H -6.1607 -1.8817 -0.7322 0.291
H -6.9886 -2.7276 0.6090 0.350
O -5.3847 -1.7104 1.1849 -0.480
C -4.3591 -0.8635 1.0031 0.283
C -3.4643 -0.8158 2.0632 -0.879
C -2.3224 -0.0240 2.0235 -0.070
C -2.0470 0.7421 0.9221 -0.624
C -2.9148 0.7433 -0.1819 0.522
C -2.6775 1.5176 -1.3378 -0.497
C -3.5587 1.4592 -2.3824 -0.755
C -4.6842 0.6296 -2.2582 -0.459
N -4.9395 -0.0887 -1.2017 -0.476
C -4.0917 -0.0675 -0.1554 0.649
H -5.4130 0.5584 -3.0558 0.424
H -3.4090 2.0391 -3.2794 0.421
H -1.8079 2.1528 -1.3607 0.411
S -0.5457 1.7100 0.9128 1.550
O -0.8177 3.0691 0.5400 -0.741
O 0.1262 1.4924 2.1660 -0.749
N 0.2603 1.0058 -0.3883 0.179
C 0.7558 -0.3287 -0.1238 -0.921
C 2.0851 -0.3104 0.6315 -0.412
N 3.0414 0.5013 -0.1007 0.349
C 4.4010 0.2823 0.1373 0.172
C 5.2551 1.2854 0.5827 -0.180
C 6.6134 1.0638 0.7403 -0.918
C 7.1431 -0.1786 0.4647 -0.740
C 6.3137 -1.1985 0.0199 -0.490
C 4.9578 -0.9834 -0.1571 0.620
O 4.0904 -1.9380 -0.6282 -0.389
C 4.6080 -3.1885 -1.0041 -1.007
H 3.7569 -3.7573 -1.3770 0.241
H 5.3550 -3.0950 -1.7991 0.379
H 5.0488 -3.7188 -0.1529 0.391
H 6.7474 -2.1610 -0.2012 0.389
H 8.1985 -0.3675 0.5881 0.380
H 7.2486 1.8641 1.0886 0.373
H 4.8527 2.2559 0.8256 0.461
C 2.5689 1.8634 -0.2304 -0.696
C 1.2576 1.8450 -1.0199 -1.369
H 0.8393 2.8501 -1.0829 0.515
H 1.4340 1.4520 -2.0261 0.391
H 3.3066 2.4510 -0.7796 0.632
H 2.3782 2.3324 0.7489 0.365
H 2.4658 -1.3255 0.7217 0.489
H 1.9134 0.1067 1.6354 0.198
H -0.0045 -0.8552 0.4562 0.394
H 0.8868 -0.8299 -1.0878 0.420
H -1.6370 0.0025 2.8560 0.574
H -3.6796 -1.4225 2.9284 0.451
H -7.7297 -0.5041 1.5052 0.316
H -8.3460 -0.8022 -0.1271 0.346
H -6.9795 0.2913 0.1120 0.284

Last place for stability: entry A

Entry A
13
Properties=species:S:1:pos:R:3:mulliken_charge:R:1 method="wB97M-V/def2-TZVPD" mol_weight_g_mol=132.55 homo_energy_ha=-0.29818 lumo_ev=-0.374
C 1.0153 -0.2991 -0.1747 -0.245
C -0.3541 -0.4974 -0.0965 0.613
C -1.2269 0.6472 -0.1222 -0.209
C 0.9031 1.9988 0.4651 -0.077
C -1.0606 -1.8729 -0.2368 -1.090
O 1.5017 0.9739 -0.0295 -0.230
O 1.5262 3.0903 0.3280 -0.212
Cl -2.4743 0.5538 1.0669 -0.126
H 1.5879 -1.1981 -0.0775 0.375
H -1.1420 -2.1101 -1.3381 0.254
H -0.4045 -2.6428 0.1790 0.334
H -2.0653 -1.7134 0.3532 0.329
H 2.1935 3.0700 -0.3168 0.285

Entry B
13
Properties=species:S:1:pos:R:3:mulliken_charge:R:1 method="wB97M-V/def2-TZVPD" mol_weight_g_mol=132.55 homo_energy_ha=-0.31449 lumo_ev=0.727
C 1.0828 0.7335 0.3241 -0.116
C -0.2344 1.3853 0.0570 -0.290
C -1.6553 -0.3608 -0.8316 -0.110
C -1.3604 -1.1912 0.1513 -0.156
C 0.0192 0.4753 1.2519 -0.071
H 1.8863 1.3656 0.6004 0.364
H -0.3586 2.3863 0.0780 0.407
H -2.4201 -0.6841 -1.5914 0.301
H -1.8407 -2.1925 0.2380 0.319
H 0.0364 1.1793 2.1029 0.283
O -1.1529 0.9936 -1.0367 -0.378
O -0.6681 -0.7353 1.2996 -0.374
Cl 1.7737 -0.6102 -0.5440 -0.179

Last place for stability: entry A

Entry A
31
Properties=species:S:1:pos:R:3:mulliken_charge:R:1 method="wB97M-V/def2-TZVPD" mol_weight_g_mol=272.07 homo_energy_ha=-0.82657 total_charge=+3 lumo_ev=-18.027
In -2.0725 0.9927 -2.0110 0.987
C 0.8150 -0.5393 -2.5208 -2.000
C 0.5983 -0.5427 -0.9645 0.798
C 1.8016 0.2509 -0.4250 -1.040
C 1.7361 0.5150 1.0891 -0.775
C 0.4050 1.1420 1.3180 -1.050
C -0.9072 0.6376 0.7076 1.401
N -0.7194 0.0638 -0.6737 1.223
O -1.7224 -0.7972 -1.1779 -0.330
C -1.3616 -0.4877 1.7101 -1.614
C -1.9495 1.7809 0.6450 -2.296
C 0.8903 -1.9856 -0.4455 -1.351
H 0.0774 -1.0721 -3.1208 0.472
H 1.8116 -0.9728 -2.6042 0.442
H 0.8542 0.4215 -3.0341 0.522
H 2.6865 -0.3714 -0.5579 0.495
H 2.0267 1.1056 -1.0629 0.471
H 2.4216 1.3114 1.3788 0.371
H 1.8221 -0.3493 1.7477 0.383
H 0.5057 2.1877 1.0273 0.548
H 0.2294 1.1607 2.3936 0.446
H -0.6621 -1.2585 2.0337 0.381
H -1.8263 0.1461 2.4654 0.440
H -2.2150 -1.0940 1.4067 0.574
H -2.9837 1.4390 0.6873 0.574
H -1.7603 2.2896 1.5902 0.471
H -1.8628 2.5247 -0.1470 0.660
H 0.8439 -1.9902 0.6435 0.340
H 1.9125 -2.3271 -0.6086 0.427
H 0.1801 -2.6599 -0.9241 0.559
H -1.5753 -1.5218 -0.5657 0.469

Entry B
31
Properties=species:S:1:pos:R:3:mulliken_charge:R:1 method="wB97M-V/def2-TZVPD" mol_weight_g_mol=272.07 homo_energy_ha=-0.83331 total_charge=+3 lumo_ev=-17.137
In 1.3942 -1.6261 -4.0070 1.004
C -2.0911 0.5997 -0.2245 -1.283
C -0.6393 0.9285 -0.6474 1.213
C 0.0262 1.9340 0.3000 -1.117
C 0.4363 1.3517 1.6705 -0.610
C 1.3016 0.0944 1.3727 -1.255
C 0.7078 -0.9784 0.4676 1.166
N 0.1632 -0.3051 -0.7219 0.749
O -0.4698 -1.2187 -1.5763 -0.208
C 1.8197 -1.9571 0.0623 -1.726
C -0.4039 -1.7419 1.2486 -1.421
C -0.7492 1.6497 -2.0485 -1.541
H -2.7280 1.4855 -0.2443 0.490
H -2.0952 0.3357 0.8387 0.294
H -2.5830 -0.1740 -0.8105 0.416
H 0.9469 2.3593 -0.1113 0.429
H -0.6270 2.8042 0.4184 0.466
H -0.3632 1.0949 2.3732 0.334
H 1.1027 2.0842 2.1220 0.411
H 1.5930 -0.3373 2.3361 0.505
H 2.2739 0.4886 1.0507 0.458
H 1.4276 -2.8772 -0.3802 0.394
H 2.5216 -1.5454 -0.6688 0.403
H 2.4883 -2.2830 0.8604 0.420
H 0.1844 -2.2944 1.9869 0.448
H -1.1253 -1.1763 1.8336 0.386
H -0.9695 -2.4574 0.6460 0.529
H -0.9784 0.8688 -2.7766 0.450
H 0.1238 2.2326 -2.3363 0.387
H -1.6025 2.3246 -2.0852 0.429
H -1.0860 -1.6640 -0.9490 0.380

Last place for stability: entry A

Entry A
17
Properties=species:S:1:pos:R:3:mulliken_charge:R:1 method="wB97M-V/def2-TZVPD" mol_weight_g_mol=89.14 spin_multiplicity=2 homo_energy_ha="0.05028 / -0.18832" total_charge=-1 lumo_ev="3.999 / 3.993"
C -2.3393 1.0726 0.4555 -3.606
N -1.3985 0.0198 0.1687 0.871
C -0.0257 0.2625 -0.6303 -1.575
C 0.8956 -0.7895 -0.0367 -0.670
C 2.3115 -0.7800 -0.6727 -1.537
O 1.1223 -0.4669 1.4543 -0.188
H -2.6642 0.5838 1.4380 0.489
H -1.8311 1.9768 0.6648 0.352
H -3.0745 1.5730 -0.1462 1.473
H -1.8765 -0.7147 -0.2729 0.369
H 0.3323 1.2969 -0.3133 0.262
H -0.2064 0.2321 -1.6460 1.030
H 0.5660 -1.7764 0.0249 0.218
H 2.4627 -1.0400 -1.6885 0.710
H 2.6896 -1.4897 -0.0108 0.291
H 2.7793 0.2012 -0.4961 0.309
H 0.2568 -0.1615 1.7072 0.204

Entry B
17
Properties=species:S:1:pos:R:3:mulliken_charge:R:1 method="wB97M-V/def2-TZVPD" mol_weight_g_mol=89.14 spin_multiplicity=2 homo_energy_ha="0.04241 / -0.17354" total_charge=-1 lumo_ev="4.006 / 3.908"
C 0.5825 1.4695 0.6806 -1.942
C 0.8077 0.1564 0.8651 -0.213
N 1.4487 -0.6976 -0.0482 -0.425
C 0.6408 -1.8033 -0.4892 -0.441
C -0.3961 -1.4210 -1.6044 -1.906
H -0.0083 2.0537 1.3676 0.920
H 0.6884 1.8596 -0.2821 0.514
H 0.3583 -0.1898 1.7614 0.407
H 1.9402 -0.2483 -0.8125 0.285
H 1.2600 -2.6633 -0.7666 0.414
H 0.0730 -2.1065 0.3973 0.214
H 0.0065 -0.5350 -2.0899 0.343
H -0.3512 -2.0836 -2.4749 0.416
H -1.4260 -1.3441 -1.3342 0.742
H -2.6484 1.4395 0.1899 0.425
H -1.8665 2.6698 0.3837 0.540
O -2.2462 1.9535 0.9201 -1.292

Entry C
17
Properties=species:S:1:pos:R:3:mulliken_charge:R:1 method="wB97M-V/def2-TZVPD" mol_weight_g_mol=89.14 spin_multiplicity=2 homo_energy_ha="0.01923 / -0.10633" total_charge=-1 lumo_ev="4.218 / 4.155"
C -0.3767 1.4502 1.2007 -0.468
O -0.3531 0.9476 -0.0839 -0.622
C 0.6600 0.7948 2.1161 -1.043
H -1.3879 1.3433 1.6471 0.277
H -0.1809 2.5384 1.1559 0.248
H 0.5543 1.0953 3.1638 0.362
H 1.6604 1.0741 1.7808 0.273
H 0.5669 -0.2889 2.0366 0.231
C 0.0012 -1.5682 -1.0339 -1.240
C -1.0642 -0.9856 -0.3953 -0.463
N 0.8663 -0.6880 -1.8594 -2.009
H 0.3776 -2.5650 -0.8828 0.357
H -1.2705 -1.2550 0.6416 0.229
H -1.8884 -0.4721 -0.8709 0.167
H 0.5774 -0.6322 -2.8479 1.337
H 0.7782 0.2453 -1.3929 0.177
H 1.8569 -1.0342 -1.8227 1.188

Last place for stability: entry C

Entry A
9
Properties=species:S:1:pos:R:3:mulliken_charge:R:1 method="wB97M-V/def2-TZVPD" mol_weight_g_mol=102.03 homo_energy_ha=-0.32162 lumo_ev=0.310
C 1.5606 -0.0934 1.1625 -0.185
C -1.6800 -0.3640 -0.1647 0.544
N 1.2288 -0.2207 0.0394 0.397
N 1.0640 -0.0343 -1.1707 -0.845
O -1.7328 -1.4320 -0.6223 -0.335
P -1.7058 1.1005 0.5975 -0.250
H 1.4690 0.0890 2.1548 0.376
H 0.8475 -0.8472 -1.6225 0.248
H -1.0512 1.8020 -0.3741 0.050

Entry B
9
Properties=species:S:1:pos:R:3:mulliken_charge:R:1 method="wB97M-V/def2-TZVPD" mol_weight_g_mol=102.03 homo_energy_ha="-0.32559 / -0.32074" lumo_ev="-1.574 / -2.449"
C 0.0762 0.0305 0.4228 0.009
C 0.6326 -1.0659 1.0179 -0.371
N -0.8407 -0.4086 -1.7941 -0.479
N -0.5607 0.0910 -0.8219 0.566
O -0.4937 1.7640 -0.9242 -0.711
P 0.9424 -2.7595 0.7740 0.041
H 0.0199 1.0049 0.8415 0.415
H 1.0370 -1.0157 2.0623 0.260
H -0.8131 2.3593 -1.5783 0.269

Last place for stability: entry B